Entry 1:
# C26H20CeCl2N5O4

A structure of composition C26H20CeCl2N5O4 in a non-equilibrium geometry (ωB97M-V with the def2-TZVPD basis set, the OMol25 dataset).

Each line ends with the Löwdin charge.
Geometry (Å):
Ce1 0.056 -0.677 -0.095  1.19
Cl1 -1.741 -2.708 1.044  0.67
Cl2 -0.137 -0.968 2.879  0.67
O1 -3.474 3.897 5.437  0.14
O2 0.350 -3.006 -3.682  0.17
O3 2.486 -3.572 -2.085  0.19
O4 -3.658 1.668 5.335  0.13
N1 1.455 0.685 -1.761  0.01
N2 -1.736 -0.855 -1.847  -0.04
N3 2.220 -1.602 0.734  -0.05
N4 0.529 -2.541 -1.413  0.00
N5 -0.086 1.812 0.225  -0.03
C1 4.131 -3.267 1.678  0.04
C2 3.405 -3.647 0.566  0.06
C3 -0.952 2.206 1.264  -0.27
C4 2.349 2.868 -2.303  0.05
C5 -1.404 -1.801 -2.745  -0.17
C6 -3.250 2.702 4.831  -0.42
C7 -1.526 3.629 3.115  0.04
C8 -2.843 -0.104 -1.999  -0.08
C9 -2.762 1.557 2.730  0.00
C10 3.921 -2.013 2.291  0.02
C11 2.455 -2.753 0.101  -0.17
C12 -2.029 1.350 1.579  -0.07
C13 0.671 2.590 -0.485  0.02
C14 1.809 -2.987 -1.257  -0.42
C15 -3.669 -0.286 -3.089  0.02
C16 2.150 0.146 -2.787  -0.04
C17 1.512 2.025 -1.545  -0.22
C18 -0.075 -2.516 -2.642  -0.42
C19 -0.729 3.368 2.009  0.03
C20 2.986 0.928 -3.575  0.03
C21 -3.331 -1.279 -4.031  0.04
C22 2.950 -1.189 1.769  -0.12
C23 -2.500 2.696 3.485  -0.08
C24 -1.408 -2.317 2.820  -0.64
C25 -2.182 -2.052 -3.867  0.06
C26 3.087 2.295 -3.329  0.02
H1 0.760 3.675 -0.338  0.16
H2 4.860 -3.958 2.100  0.14
H3 -1.859 -2.819 -4.588  0.16
H4 -4.567 0.338 -3.205  0.14
H5 -3.547 0.861 3.049  0.15
H6 -2.327 -1.962 3.278  0.07
H7 -3.984 -1.458 -4.897  0.15
H8 3.794 2.914 -3.893  0.15
H9 4.530 -1.716 3.159  0.15
H10 3.551 -4.602 0.050  0.16
H11 2.050 -0.933 -2.947  0.12
H12 -1.000 -3.211 3.311  0.08
H13 2.408 3.943 -2.119  0.15
H14 -1.369 4.555 3.676  0.14
H15 0.060 4.050 1.700  0.13
H16 -2.275 0.493 0.925  0.08
H17 -3.030 0.637 -1.226  0.12
H18 -3.357 4.675 4.845  0.14
H19 2.720 -0.206 2.150  0.12
H20 3.556 0.442 -4.386  0.15

- HOMO level: -17.382 eV
- Relative energy (zero: lowest compared OMol25 entry of this formula, charge and spin): 0.0 kJ/mol
- Charge: +3

Entry 2:
# C5H7ClN5

The ion C5H7ClN5 with charge +1 in a non-equilibrium geometry (ωB97M-V with the def2-TZVPD basis set, the OMol25 dataset).

Each line ends with the natural charge from an NBO analysis.
Geometry (Å):
Cl1 3.352 -0.061 -0.926  0.13
N1 -0.144 0.309 2.632  -0.74
N2 -1.081 -1.247 -1.500  -0.78
N3 -1.728 2.187 -1.867  -0.17
N4 -0.858 0.237 0.379  -0.59
N5 0.841 0.061 -1.414  -0.56
C1 1.719 -0.227 -0.443  0.30
C2 0.162 0.078 1.332  0.53
C3 1.460 -0.299 0.886  -0.47
C4 -1.281 1.148 -1.654  0.19
C5 -0.581 0.003 -1.103  0.34
H1 -1.074 0.576 2.880  0.42
H2 2.292 -0.548 1.535  0.28
H3 -1.874 0.304 0.605  0.44
H4 -0.724 -1.934 -0.869  0.39
H5 1.078 0.441 -2.352  0.47
H6 -2.046 -1.217 -1.579  0.39
H7 0.487 0.189 3.458  0.45

- HOMO level: -13.683 eV
- Relative energy (zero: lowest compared OMol25 entry of this formula, charge and spin): 33.8 kJ/mol
- Charge: +1

Entry 3:
# C18H24N2O5S

An isolated molecule of C18H24N2O5S in a non-equilibrium geometry (ωB97M-V with the def2-TZVPD basis set, the OMol25 dataset).

Each line ends with the natural charge from an NBO analysis.
Geometry (Å):
S1 -3.906 -0.027 1.056  2.33
O1 3.924 -2.204 -0.346  -0.62
O2 -4.173 -1.408 1.355  -0.95
O3 1.864 0.579 0.330  -0.42
O4 6.447 1.796 -0.055  -0.52
O5 -4.395 0.973 1.958  -0.94
N1 4.656 -0.285 0.563  -0.42
N2 -4.410 0.381 -0.481  -0.70
C1 -1.320 -0.933 0.863  -0.12
C2 -1.655 1.468 0.688  -0.18
C3 2.261 -0.737 0.396  0.17
C4 1.188 -3.051 0.717  -0.65
C5 4.550 0.993 1.227  -0.25
C6 -6.881 0.390 -0.218  -0.63
C7 0.527 0.592 0.492  0.31
C8 -5.620 1.170 -0.579  -0.21
C9 -0.308 1.702 0.499  -0.24
C10 6.555 0.543 -0.694  -0.08
C11 -3.081 -0.151 -2.473  -0.61
C12 0.045 -0.722 0.671  -0.14
C13 -4.149 -0.624 -1.490  -0.23
C14 1.195 -1.573 0.590  0.00
C15 5.113 2.078 0.298  -0.08
C16 3.672 -1.125 0.172  0.64
C17 6.028 -0.585 0.200  -0.26
C18 -2.136 0.172 0.864  -0.35
H1 -5.069 -0.864 -2.031  0.20
H2 4.486 2.141 -0.604  0.17
H3 -3.815 -1.530 -0.977  0.22
H4 -2.150 0.058 -1.952  0.21
H5 5.128 3.047 0.799  0.20
H6 6.044 -1.540 -0.326  0.25
H7 -2.901 -0.918 -3.222  0.21
H8 2.179 -3.447 0.518  0.26
H9 -6.785 0.007 0.795  0.22
H10 5.989 0.552 -1.637  0.17
H11 6.634 -0.651 1.109  0.20
H12 0.870 -3.339 1.718  0.22
H13 0.484 -3.479 0.006  0.22
H14 7.615 0.401 -0.909  0.20
H15 -3.407 0.757 -2.974  0.20
H16 0.087 2.696 0.363  0.23
H17 5.161 0.956 2.138  0.20
H18 -5.496 1.998 0.121  0.23
H19 -1.739 -1.914 1.013  0.24
H20 -7.032 -0.449 -0.893  0.20
H21 3.523 1.222 1.495  0.24
H22 -5.682 1.569 -1.595  0.20
H23 -7.750 1.041 -0.271  0.21
H24 -2.365 2.277 0.714  0.24

- HOMO level: -8.840 eV
- Relative energy (zero: lowest compared OMol25 entry of this formula, charge and spin): 159.7 kJ/mol
- Charge: 0

Entry 4:
# C22H23N7OReS

A structure of composition C22H23N7OReS in a non-equilibrium geometry (ωB97M-V with the def2-TZVPD basis set, the OMol25 dataset).

Each line ends with the Mulliken spin population.
Geometry (Å):
Re1 0.377 0.617 -0.714  0.77
S1 -1.459 2.083 -0.255  -0.09
O1 4.374 1.493 -0.080  0.07
N1 -3.901 1.316 0.435  -0.02
N2 2.269 0.606 -0.050  0.08
N3 -1.299 -0.740 -0.647  -0.02
N4 -2.487 -0.401 -0.177  -0.01
N5 1.031 -1.202 -1.711  0.01
N6 0.364 -0.095 1.624  0.04
N7 1.318 2.320 -1.667  -0.01
C1 1.588 -0.493 1.976  0.01
C2 2.606 2.534 -1.332  0.02
C3 -0.992 -2.014 -0.778  0.03
C4 2.160 -1.347 -2.402  0.04
C5 0.696 3.240 -2.408  0.04
C6 2.638 -2.584 -2.790  0.00
C7 -5.002 0.470 0.858  0.00
C8 1.301 4.434 -2.767  -0.01
C9 0.283 -2.292 -1.406  0.05
C10 -1.885 -3.103 -0.314  0.00
C11 -5.034 0.310 2.376  0.00
C12 -2.739 0.865 0.004  0.01
C13 1.853 -0.965 3.255  0.00
C14 2.616 4.669 -2.390  0.02
C15 2.653 -0.392 0.916  -0.02
C16 1.929 -3.720 -2.415  0.01
C17 -0.423 -0.523 3.822  0.00
C18 -0.615 -0.093 2.522  0.00
C19 0.833 -0.982 4.192  0.00
C20 3.294 3.678 -1.696  0.00
C21 3.216 1.508 -0.431  -0.02
C22 0.741 -3.575 -1.724  0.00
H1 3.625 -0.133 1.352  0.00
H2 -2.740 -2.687 0.210  0.00
H3 0.165 -4.440 -1.443  0.00
H4 4.324 3.777 -1.388  0.00
H5 -1.579 0.268 2.192  0.00
H6 -4.003 2.317 0.559  0.00
H7 2.298 -4.699 -2.676  0.00
H8 3.553 -2.656 -3.356  0.00
H9 -1.334 -3.767 0.352  0.00
H10 -5.856 -0.344 2.654  0.00
H11 0.739 5.175 -3.316  0.00
H12 2.767 -1.372 0.428  0.01
H13 -1.241 -0.500 4.523  0.00
H14 -4.879 -0.498 0.370  0.00
H15 -5.936 0.928 0.526  0.00
H16 2.702 -0.442 -2.644  0.00
H17 -2.251 -3.695 -1.150  0.00
H18 2.844 -1.307 3.508  0.00
H19 3.107 5.602 -2.620  0.00
H20 -5.189 1.271 2.860  0.00
H21 1.014 -1.329 5.200  0.00
H22 -0.324 3.027 -2.708  0.00
H23 -4.107 -0.123 2.743  0.00

- Multiplicity: 2
- HOMO level (alpha / beta): -14.289 / -14.385 eV
- Relative energy (zero: lowest compared OMol25 entry of this formula, charge and spin): 173.0 kJ/mol
- Expectation value of S²: 1.09
- Charge: +2